1.
{"formula": "C34H52CeN2OP", "method": "ωB97M-V/def2-TZVPD", "total_energy_ha": -2327.793112, "total_charge": 1, "fmax_ev_per_a": 2.3, "elements": ["C", "C", "C", "H", "C", "C", "H", "C", "C", "C", "H", "C", "C", "H", "H", "H", "H", "H", "H", "Ce", "C", "C", "C", "H", "H", "H", "H", "H", "H", "C", "C", "H", "H", "O", "N", "C", "H", "C", "C", "H", "C", "H", "C", "H", "C", "H", "C", "H", "H", "H", "C", "C", "C", "C", "P", "N", "C", "C", "C", "C", "C", "C", "C", "C", "H", "H", "H", "H", "H", "H", "H", "H", "H", "H", "H", "H", "H", "H", "H", "H", "H", "H", "H", "H", "H", "H", "H", "H", "H", "H", "H"], "positions_angstrom": [[3.239, -0.602, 0.303], [2.985, -1.320, -0.910], [2.475, -0.393, -1.875], [3.168, -2.382, -1.077], [2.381, 0.892, -1.250], [2.873, 0.768, 0.089], [2.035, 1.812, -1.731], [-0.996, -2.740, 0.078], [0.192, -3.118, -0.631], [0.113, -2.555, -1.941], [0.977, -3.781, -0.261], [-1.130, -1.847, -2.062], [-1.785, -1.926, -0.790], [2.227, -0.597, -2.920], [3.009, 1.576, 0.815], [3.708, -1.017, 1.207], [-2.790, -1.547, -0.582], [0.827, -2.722, -2.753], [-1.286, -3.097, 1.069], [0.617, -0.610, -0.044], [-1.867, -1.612, -3.375], [-3.085, -2.568, -3.391], [-0.958, -1.963, -4.553], [-2.781, -3.616, -3.271], [-3.626, -2.473, -4.338], [-3.775, -2.324, -2.572], [-0.681, -3.025, -4.502], [-0.035, -1.371, -4.541], [-1.472, -1.812, -5.510], [-2.520, -0.185, -3.493], [-1.749, 1.117, -3.767], [-3.110, -0.013, -2.580], [-3.249, -0.256, -4.325], [-2.042, 2.186, -3.235], [-0.748, 1.006, -4.707], [0.170, 2.100, -5.001], [-0.992, 0.417, -5.497], [1.541, 1.543, -5.314], [2.694, 2.199, -4.860], [2.579, 3.154, -4.347], [3.956, 1.629, -5.071], [4.845, 2.136, -4.696], [4.070, 0.419, -5.770], [5.053, -0.019, -5.950], [2.920, -0.228, -6.239], [2.988, -1.182, -6.768], [1.660, 0.357, -6.050], [0.778, -0.113, -6.493], [0.206, 2.762, -4.128], [-0.200, 2.681, -5.866], [-2.630, -1.235, 3.234], [-2.295, 0.259, 3.346], [-2.993, 0.982, 2.176], [-2.832, 0.785, 4.690], [-0.440, 0.511, 3.225], [-0.029, 0.226, 1.677], [0.050, 2.263, 3.658], [0.150, 2.437, 5.184], [1.395, 2.609, 3.004], [-0.977, 3.276, 3.128], [0.572, -0.782, 4.132], [0.535, -2.140, 3.406], [2.044, -0.339, 4.207], [0.039, -0.969, 5.559], [-3.728, -1.332, 3.246], [-2.249, -1.822, 4.078], [-2.274, -1.662, 2.286], [-4.057, 0.706, 2.196], [-2.939, 2.072, 2.253], [-2.574, 0.679, 1.208], [-2.351, 0.298, 5.549], [-2.741, 1.873, 4.796], [-3.906, 0.546, 4.739], [0.965, 1.858, 5.633], [0.362, 3.499, 5.382], [-0.791, 2.195, 5.697], [1.352, 2.502, 1.914], [1.613, 3.661, 3.238], [2.229, 2.014, 3.385], [-1.126, 3.177, 2.046], [-1.941, 3.227, 3.648], [-0.573, 4.282, 3.314], [0.991, -2.098, 2.403], [1.136, -2.837, 4.008], [-0.473, -2.558, 3.323], [2.196, 0.516, 4.876], [2.613, -1.179, 4.631], [2.469, -0.123, 3.218], [0.030, -0.035, 6.135], [-0.959, -1.420, 5.582], [0.726, -1.662, 6.067]], "mulliken_charge": [-0.328, -1.100, 0.162, 0.583, -0.619, -0.779, 0.621, -0.749, -1.206, -0.793, 0.517, 0.500, -1.100, 0.596, 0.730, 0.563, 0.722, 0.666, 0.864, -0.063, 2.787, -1.804, -2.263, 0.389, 0.495, 0.364, 0.560, 0.299, 0.369, -1.102, 0.245, 0.109, 0.576, -0.661, 0.021, -1.421, 0.351, 0.943, -0.360, 0.470, -0.563, 0.410, -0.569, 0.389, -0.615, 0.408, -0.402, 0.452, 0.458, 0.307, -1.894, 2.181, -1.582, -1.834, 0.367, 0.385, 1.861, -1.764, -1.544, -1.951, 1.855, -1.425, -1.668, -1.851, 0.652, 0.286, 0.034, 0.515, 0.319, 0.160, 0.317, 0.272, 0.527, 0.282, 0.511, 0.297, 0.108, 0.575, 0.380, 0.311, 0.294, 0.602, 0.111, 0.607, 0.243, 0.315, 0.603, -0.036, 0.282, 0.303, 0.558]}

2.
{"formula": "C34H52ClN16S2", "method": "ωB97M-V/def2-TZVPD", "total_energy_ha": -3458.994488, "total_charge": 1, "fmax_ev_per_a": 2.1, "elements": ["C", "C", "Cl", "C", "S", "N", "C", "S", "H", "H", "H", "H", "H", "H", "H", "C", "C", "N", "H", "H", "H", "C", "C", "N", "H", "H", "H", "C", "C", "N", "H", "H", "H", "C", "C", "N", "H", "H", "H", "C", "C", "N", "H", "H", "H", "C", "C", "N", "H", "H", "H", "C", "C", "N", "H", "H", "H", "C", "C", "N", "H", "H", "H", "C", "C", "N", "H", "H", "H", "C", "C", "N", "H", "H", "H", "C", "C", "N", "H", "H", "H", "C", "C", "N", "H", "H", "H", "C", "C", "N", "H", "H", "H", "C", "C", "N", "H", "H", "H", "C", "C", "N", "H", "H", "H"], "positions_angstrom": [[3.588, -3.303, 0.180], [2.790, -2.396, -0.752], [3.867, -1.226, -1.539], [1.670, -1.599, -0.027], [0.017, -2.058, -0.591], [-0.924, -1.872, 0.885], [-1.830, -2.698, 0.980], [-2.953, -3.730, 1.102], [3.081, -4.263, 0.262], [4.550, -3.494, -0.278], [3.713, -2.870, 1.159], [2.345, -3.040, -1.506], [1.788, -0.546, -0.246], [1.756, -1.771, 1.047], [0.139, -3.394, -0.674], [0.819, -2.019, -5.423], [0.778, -2.077, -3.980], [0.742, -2.089, -2.832], [0.503, -2.974, -5.838], [0.157, -1.231, -5.778], [1.835, -1.803, -5.751], [0.933, 1.937, -4.623], [0.388, 1.390, -5.856], [-0.036, 0.965, -6.837], [0.486, 2.908, -4.421], [0.717, 1.268, -3.790], [2.006, 2.059, -4.719], [3.360, 4.166, -7.541], [3.314, 4.106, -6.090], [3.275, 4.071, -4.939], [3.076, 3.203, -7.965], [2.680, 4.934, -7.901], [4.368, 4.418, -7.855], [-0.220, -6.013, 2.477], [1.225, -5.927, 2.340], [2.365, -5.828, 2.228], [-0.486, -6.336, 3.481], [-0.654, -5.035, 2.289], [-0.621, -6.725, 1.758], [-7.143, -4.537, 0.122], [-6.088, -5.537, 0.134], [-5.236, -6.310, 0.128], [-8.106, -5.012, -0.051], [-7.171, -4.010, 1.073], [-6.952, -3.818, -0.671], [1.477, -3.229, 5.430], [1.784, -2.764, 4.093], [2.132, -2.373, 3.067], [1.910, -2.549, 6.159], [0.402, -3.267, 5.579], [1.902, -4.222, 5.575], [-3.270, -0.504, 5.580], [-1.963, -0.943, 6.036], [-0.927, -1.291, 6.391], [-4.002, -0.621, 6.377], [-3.210, 0.535, 5.255], [-3.578, -1.101, 4.722], [5.761, -1.889, 4.905], [5.336, -3.157, 5.477], [4.999, -4.156, 5.936], [5.630, -1.905, 3.826], [5.165, -1.081, 5.327], [6.810, -1.712, 5.127], [-7.665, -1.216, -2.845], [-7.656, -0.968, -1.414], [-7.643, -0.767, -0.281], [-8.159, -2.162, -3.062], [-8.189, -0.408, -3.349], [-6.643, -1.251, -3.216], [-6.462, 2.646, 5.033], [-5.117, 2.405, 4.539], [-4.052, 2.225, 4.144], [-7.137, 2.815, 4.196], [-6.807, 1.784, 5.600], [-6.462, 3.522, 5.678], [-6.498, 2.782, -0.928], [-6.892, 2.319, -2.247], [-7.212, 1.953, -3.290], [-6.592, 1.964, -0.215], [-5.465, 3.125, -0.951], [-7.141, 3.603, -0.619], [5.351, 7.155, -5.299], [5.194, 6.955, -6.729], [5.016, 6.790, -7.853], [5.379, 6.191, -4.795], [6.277, 7.690, -5.098], [4.517, 7.735, -4.910], [-1.896, 0.952, 1.881], [-1.731, 0.804, 0.444], [-1.614, 0.658, -0.692], [-1.211, 1.706, 2.261], [-2.913, 1.248, 2.122], [-1.678, -0.001, 2.364], [5.848, 2.066, 3.661], [6.788, 0.984, 3.418], [7.539, 0.135, 3.225], [4.829, 1.706, 3.531], [5.968, 2.438, 4.677], [6.033, 2.878, 2.962], [3.877, 5.164, -1.652], [4.161, 6.590, -1.678], [4.379, 7.719, -1.710], [4.306, 4.682, -2.528], [4.302, 4.722, -0.753], [2.801, 5.004, -1.658]], "mulliken_charge": [-1.223, 0.619, -0.187, -0.217, 0.402, 0.006, 0.251, -0.285, 0.266, 0.457, 0.226, 0.165, 0.468, -0.035, 0.193, -0.975, 0.305, -0.270, 0.355, 0.176, 0.301, -0.578, 0.425, -0.501, 0.304, 0.190, 0.165, -1.039, 0.507, -0.426, 0.323, 0.319, 0.346, -0.461, 0.337, -0.407, 0.318, -0.128, 0.364, -0.578, 0.309, -0.403, 0.355, 0.276, 0.048, -1.056, 0.366, -0.525, 0.341, 0.311, 0.355, -0.562, 0.332, -0.410, 0.367, 0.057, 0.233, -0.654, 0.166, -0.429, 0.215, 0.260, 0.420, -0.929, 0.442, -0.496, 0.336, 0.391, 0.279, -0.821, 0.457, -0.479, 0.267, 0.280, 0.288, -0.685, 0.342, -0.407, 0.218, 0.258, 0.274, -0.622, 0.349, -0.461, 0.114, 0.350, 0.267, -0.534, 0.377, -0.466, 0.355, 0.205, 0.153, -0.797, 0.414, -0.425, 0.245, 0.276, 0.322, -0.621, 0.346, -0.391, 0.194, 0.261, 0.222]}

Number 2 is which compound? C34H52ClN16S2